{"formula": "C5H6ClFS", "method": "wB97M-V/def2-TZVPD", "total_charge": 0, "relative_energy_kcal_mol": 87.8, "smiles": "C[C@@H]1C(=S)[C@@H](F)[C@@H]1Cl", "lumo_energy_ev": -1.3, "symbols": ["C", "C", "C", "C", "C", "H", "H", "H", "H", "H", "H", "F", "S", "Cl"], "coordinates": [[1.3941, 0.3980, 0.7454], [0.0003, -0.2600, 0.8588], [-1.0101, 0.5207, 0.0337], [-0.9181, -0.3833, -1.1785], [-0.2007, -1.4720, -0.1307], [1.3905, 1.0642, 1.5882], [1.3739, 1.0913, -0.1579], [2.4946, -0.2944, 0.6062], [-0.3837, -0.0292, 2.0302], [-2.0214, 0.5284, 0.6912], [-0.0674, -0.0530, -1.7646], [-1.8772, -0.5991, -2.2262], [0.6409, -2.8056, -0.6612], [-0.8156, 2.2941, -0.4346]], "forces_ev_per_a": [[2.63, -0.88, -1.84], [0.12, 0.82, 1.85], [-4.36, 1.59, 0.43], [0.45, -1.34, 0.07], [0.78, -0.11, -2.49], [0.95, 0.23, 0.40], [0.29, -1.06, 1.00], [-3.78, 1.84, 0.85], [1.15, -2.02, -3.01], [2.08, -0.22, -2.16], [0.36, 0.08, 0.10], [0.84, 0.08, 2.61], [-1.54, 1.87, 1.64], [0.06, -0.87, 0.54]], "lowdin_charge": [-0.12, -0.37, -0.63, -0.29, -0.58, 0.05, 0.05, 0.17, 0.20, 0.16, 0.13, -0.03, 0.70, 0.58]}

{"formula": "C5H6ClN2", "method": "wB97M-V/def2-TZVPD", "total_charge": 1, "relative_energy_kcal_mol": 51.8, "lumo_energy_ev": -5.3, "symbols": ["C", "C", "C", "C", "C", "N", "N", "Cl", "H", "H", "H", "H", "H", "H"], "coordinates": [[-0.0774, 1.4533, 0.4081], [-1.7296, 0.0482, -0.3383], [1.0824, 0.9847, 0.0414], [2.3475, 0.9689, -0.2762], [0.2870, -1.0392, -0.0991], [-1.2117, 1.1901, -0.1915], [-0.9927, -1.0567, 0.1406], [3.4003, -0.2874, 0.0233], [-0.2114, 2.2798, 1.0893], [-2.5096, -0.2304, -0.9636], [2.9383, 1.8569, -0.7804], [0.4810, -0.8860, -1.1223], [1.0653, -1.6552, 0.4010], [-1.4105, -1.3473, 1.0296]], "forces_ev_per_a": [[-0.38, 2.49, 0.55], [1.90, 0.45, -0.58], [1.71, -1.66, -0.11], [1.50, 2.94, -1.08], [2.12, -0.86, 0.16], [-2.74, -0.86, -1.16], [-1.48, -0.27, 1.98], [0.65, -1.14, 0.25], [0.48, -0.02, 0.82], [-2.04, 0.31, -0.66], [-1.77, -1.66, 0.89], [0.46, 0.31, -1.09], [-1.07, 0.59, 0.18], [0.66, -0.63, -0.13]], "lowdin_charge": [-0.12, -0.07, -0.12, -0.55, 0.03, 0.16, 0.05, 0.77, 0.16, 0.13, 0.15, 0.11, 0.12, 0.19]}

M for the records above, in order: 152.62, 129.57 g mol⁻¹